Record 1
{"formula": "C2H8OSi2", "method": "the ωB97M-V functional and the def2-TZVPD basis", "smiles": "CC(=O)[SiH2][SiH3]", "max_force_ha_per_bohr": 0.0876, "e_tot_ha": -735.13832, "spin_multiplicity": 1, "de_lowest_kcal_mol": 58.2, "species": ["C", "C", "O", "Si", "Si", "H", "H", "H", "H", "H", "H", "H", "H"], "positions_angstrom": [[2.3071, -0.1195, 0.4379], [0.9824, 0.4740, -0.0502], [0.8120, 1.7023, -0.3695], [-0.5940, -0.7506, -0.3494], [-2.4774, 0.5556, -0.1291], [3.1075, 0.5933, 0.2137], [2.3941, -1.1284, -0.0723], [2.2515, -0.2539, 1.6049], [-0.2610, -1.9160, 0.6184], [-0.0274, -1.3838, -1.6443], [-3.4683, -0.3216, -0.9255], [-3.0300, 0.6975, 1.2739], [-1.9966, 1.8512, -0.6085]], "forces_ev_per_a": [[-0.8883, -0.2118, 1.0126], [-1.4993, 3.1235, -0.9028], [1.0572, -4.1987, 1.2474], [3.1075, -0.8143, 0.5745], [-0.9517, -1.0895, 0.0962], [0.0410, -0.3979, -0.0415], [0.2969, 1.1436, 0.7877], [0.0225, 0.0562, -2.2360], [-0.6555, 0.7524, -0.4311], [-0.9825, 0.5480, 0.4774], [0.3726, 1.0920, 0.3232], [0.4262, -0.1731, -0.5604], [-0.3466, 0.1695, -0.3473]]}

---

Record 2
{"formula": "C5H9NOS2", "method": "the ωB97M-V functional and the def2-TZVPD basis", "smiles": "CC1(C)SCS[C@H]1N=O", "max_force_ha_per_bohr": 0.0731, "e_tot_ha": -1122.14691, "spin_multiplicity": 1, "de_lowest_kcal_mol": 62.3, "species": ["C", "C", "C", "S", "C", "S", "C", "N", "O", "H", "H", "H", "H", "H", "H", "H", "H", "H"], "positions_angstrom": [[0.0962, 1.5235, -0.5280], [-0.4391, 0.1361, -0.2713], [-1.5969, -0.2246, -1.0790], [-0.8909, 0.0265, 1.4979], [0.7770, 0.2360, 2.0405], [2.0139, -0.4789, 0.9052], [0.7177, -0.8221, -0.3897], [0.4601, -2.1788, 0.2436], [0.6809, -3.1368, -0.4191], [0.5644, 1.7321, 0.3647], [-0.5673, 2.3284, -0.7625], [0.7075, 1.6450, -1.4654], [-2.2840, 0.5959, -1.1804], [-2.1740, -0.9992, -0.7483], [-1.3916, -0.6329, -2.0451], [1.1284, -0.2586, 3.0118], [0.8948, 1.4084, 2.2226], [1.3028, -0.8999, -1.3974]], "forces_ev_per_a": [[0.0785, 0.1919, -2.7970], [1.0251, 0.2527, 0.5580], [-0.7812, 0.7112, -1.7055], [-0.8110, -0.4174, 0.3424], [1.9209, 1.9986, 2.5402], [-0.7199, 0.9357, -0.9110], [2.8214, -1.3325, -0.5977], [-1.2702, 0.2445, -0.0377], [0.4713, -0.3012, -0.7421], [1.7931, 1.3409, 1.1438], [-1.5036, 0.0900, 0.5209], [0.2881, -0.8038, 1.1193], [-0.1650, 0.5413, -0.1813], [-1.4151, -2.1821, 1.8230], [0.7869, 0.4036, -1.0651], [-1.4578, 0.6728, -1.0221], [0.3986, -2.4786, -0.4808], [-1.4600, 0.1324, 1.4926]]}

---

Record 3
{"formula": "C24H27F5O24", "method": "the ωB97M-V functional and the def2-TZVPD basis", "smiles": "O=C1OC[C@@H](F)O1.O=C1OC[C@@H](F)O1.O=C1OC[C@@H](F)O1.O=C1OC[C@@H](F)O1.O=C1OC[C@@H](F)O1.O=C1OCCO1.O=C1OCCO1.O=C1OCCO1", "max_force_ha_per_bohr": 0.1087, "e_tot_ha": -3235.93082, "spin_multiplicity": 1, "de_lowest_kcal_mol": 0.0, "species": ["O", "C", "O", "C", "C", "F", "O", "H", "H", "H", "O", "C", "O", "C", "C", "F", "O", "H", "H", "H", "O", "C", "O", "C", "C", "F", "O", "H", "H", "H", "O", "C", "O", "C", "C", "F", "O", "H", "H", "H", "O", "C", "O", "C", "C", "F", "O", "H", "H", "H", "O", "C", "O", "C", "C", "O", "H", "H", "H", "H", "O", "C", "O", "C", "C", "O", "H", "H", "H", "H", "O", "C", "O", "C", "C", "O", "H", "H", "H", "H"], "positions_angstrom": [[2.0604, -3.7983, -1.3607], [1.1482, -4.0911, -0.6665], [-0.0781, -4.3724, -1.1852], [-1.0949, -4.2470, -0.1566], [-0.1762, -4.5023, 1.0845], [-0.0852, -5.8531, 1.3136], [1.1201, -4.1257, 0.6452], [-1.6210, -3.2914, -0.2598], [-1.8047, -5.0975, -0.3770], [-0.4288, -3.9532, 1.9876], [0.4782, 2.2488, 1.2018], [1.0308, 1.8798, 2.2490], [1.8189, 0.8280, 2.3927], [2.3068, 0.7796, 3.7865], [1.8569, 2.2057, 4.2955], [2.9428, 2.9967, 4.1470], [0.8309, 2.5919, 3.3647], [1.8293, -0.0910, 4.2561], [3.3732, 0.6965, 3.7189], [1.4997, 2.2759, 5.3265], [3.3085, -0.4511, -0.2176], [2.8193, 0.3817, -0.8753], [3.2167, 1.6860, -0.9744], [2.1976, 2.4816, -1.6039], [1.4054, 1.4149, -2.2775], [1.6707, 1.3147, -3.6010], [1.7276, 0.1864, -1.6491], [1.5904, 3.0422, -0.8846], [2.7286, 3.1385, -2.2686], [0.3207, 1.4179, -2.2274], [5.2067, -0.5733, 4.2620], [4.9575, -1.3534, 3.3719], [5.7776, -1.7919, 2.4658], [5.0363, -2.7586, 1.5728], [3.6888, -2.7878, 2.2522], [3.5972, -4.0306, 3.0091], [3.6094, -1.7403, 3.1646], [5.0116, -2.4258, 0.5383], [5.5952, -3.6716, 1.6083], [2.8423, -2.8266, 1.5830], [-1.3835, -0.5342, -2.6936], [-1.3062, -1.4728, -3.4159], [-2.1934, -2.5233, -3.5220], [-1.6169, -3.5839, -4.2579], [-0.5675, -2.8603, -5.0346], [-1.0699, -2.5619, -6.2968], [-0.3224, -1.6764, -4.3534], [-1.2013, -4.3766, -3.6753], [-2.3470, -4.0115, -4.9676], [0.3798, -3.3965, -5.1643], [-2.3569, 3.1289, 0.2774], [-1.7650, 4.0419, -0.0992], [-1.7974, 5.3039, 0.3487], [-1.1652, 6.2736, -0.4469], [-0.8846, 5.3468, -1.7723], [-0.9680, 4.0032, -1.2262], [-1.9051, 7.0807, -0.6152], [-0.2423, 6.6623, -0.0229], [0.1305, 5.4966, -2.1678], [-1.6258, 5.5205, -2.5360], [-5.2883, -0.1535, 1.1945], [-5.0425, 0.5589, 0.2824], [-5.9318, 1.3648, -0.3362], [-5.3479, 2.1060, -1.4237], [-3.9222, 1.3819, -1.5286], [-3.8617, 0.6108, -0.3307], [-5.8933, 2.0281, -2.3493], [-5.2359, 3.1735, -1.1608], [-3.0566, 2.0314, -1.6265], [-3.9219, 0.6532, -2.3652], [0.5151, -1.8782, 3.2884], [-0.2626, -1.1309, 2.6338], [-0.8930, -0.0826, 3.1047], [-1.8448, 0.3949, 2.0615], [-1.2891, -0.3373, 0.8335], [-0.4694, -1.3617, 1.3640], [-2.8278, 0.0853, 2.4198], [-1.7218, 1.4466, 2.0276], [-0.6656, 0.2889, 0.2411], [-2.1456, -0.7742, 0.2986]], "forces_ev_per_a": [[0.8391, -0.1775, 0.0436], [-0.8040, 0.4491, -1.8089], [-0.5724, 0.4794, -0.1135], [0.6991, -1.8348, -0.5670], [-0.3554, 0.0458, -0.5155], [-0.4769, 0.2632, 0.2031], [-0.5914, 0.2007, 1.4458], [0.4073, -0.0841, 0.4129], [0.6680, 0.9418, 0.7614], [0.1923, -0.1772, 0.0968], [1.3925, -1.3067, 1.8523], [-1.5004, 1.1352, -2.8944], [-0.0945, 0.5352, 0.5132], [-1.5948, 0.8053, -0.4244], [-0.0212, -1.9379, -0.4328], [0.0864, 0.8870, -0.0409], [1.4060, -0.2955, 1.3794], [0.1961, 0.4022, -0.0123], [0.3747, 0.0233, 0.3440], [-0.1168, 0.0232, -0.3569], [1.0770, -1.0234, 0.9171], [-0.7243, 1.5191, -0.7491], [0.1505, -0.2786, 0.8569], [0.5452, -0.5329, 0.6986], [-2.2121, -1.3238, -0.4186], [0.7220, 0.0151, -0.8027], [0.3365, 0.7686, -0.1058], [0.2690, -0.2786, 0.0857], [-0.1378, 0.2638, -0.5211], [-0.1322, 0.7277, 0.2736], [0.0726, -1.0641, -0.9959], [-1.6285, 2.3565, 1.9591], [-0.2927, -1.4779, -1.5874], [0.6856, 1.3713, 0.9882], [-1.0585, -2.0601, 0.7843], [0.2540, 1.4320, -0.8166], [2.2816, -0.7999, -0.9647], [-0.0739, 0.5804, 0.2127], [-0.0449, -0.6132, 0.2822], [-0.1786, 0.2772, 0.0265], [-0.1613, -0.4506, -0.2062], [-0.1483, -0.8961, -1.0131], [-0.0363, 0.7607, 1.4212], [-0.6285, 0.1781, -1.2721], [0.9235, -0.2499, -1.1366], [0.2846, 0.0887, 0.3323], [-0.2389, 0.3396, 0.7180], [0.1919, -0.2563, 0.9299], [0.1574, 0.3261, 0.4780], [-0.2518, 0.1956, -0.0837], [-1.6325, -2.4372, 1.8573], [2.2495, 2.9043, -2.7153], [-0.7319, -0.0649, 1.8775], [-0.1931, -1.2775, -2.5341], [0.9018, 0.8243, 1.9373], [-0.3199, 0.9422, -0.3856], [0.6144, -0.4161, -0.0781], [-0.0649, -0.1816, 0.2680], [-0.4482, -0.0881, 0.1037], [-0.2931, -0.1807, -0.2168], [-0.1492, -0.1500, 0.7004], [-0.2708, 0.2275, -0.9786], [-0.6068, 0.5293, -0.3550], [2.4101, -0.3858, 0.8610], [-1.3692, -0.2468, -0.9928], [0.7170, 0.3383, -0.1334], [-0.4789, -0.3223, -0.0210], [-0.1732, -0.5429, 0.1379], [-0.1742, -0.0077, 0.2719], [0.0200, 0.4809, 0.3700], [-2.5082, 2.4080, -1.5575], [3.5988, -3.1661, 2.8784], [-0.6445, 0.5130, -0.1601], [0.9699, -1.2103, 0.9298], [-1.9549, 0.0633, 0.0068], [-0.3793, -0.4472, -0.7746], [0.0049, 0.0591, -0.4224], [-0.1684, 0.9003, -0.2062], [0.1934, 0.5434, -0.6738], [0.7445, 0.1186, -0.1712]]}

---

Record 4
{"formula": "C3H10N5", "method": "the ωB97M-V functional and the def2-TZVPD basis", "smiles": "[H]/N=[N+](N)/N=C(/C)NC", "max_force_ha_per_bohr": 0.1114, "e_tot_ha": -393.72213, "spin_multiplicity": 1, "total_charge": 1, "de_lowest_kcal_mol": 85.3, "species": ["H", "N", "N", "N", "N", "C", "C", "N", "C", "H", "H", "H", "H", "H", "H", "H", "H", "H"], "positions_angstrom": [[-2.4709, 1.9377, -0.5492], [-1.7346, 1.4810, -0.1402], [-1.8381, 0.1803, -0.0943], [-3.0997, -0.3487, -0.0843], [-0.9482, -0.7382, 0.0105], [0.3664, -0.4538, -0.0421], [1.2328, -1.7060, 0.1841], [0.8478, 0.7336, -0.1679], [2.2398, 1.2013, -0.0756], [-3.0911, -1.3671, 0.1085], [-3.8318, 0.0448, 0.4870], [1.8464, -1.6365, 1.0034], [1.8123, -2.1562, -0.5725], [0.5418, -2.5287, 0.4207], [0.1028, 1.4483, -0.3247], [2.9070, 0.6490, 0.6257], [2.7440, 0.9250, -0.9533], [2.3731, 2.3341, 0.1639]], "forces_ev_per_a": [[-3.0225, 0.8316, -0.7677], [4.3802, -3.6333, 0.6544], [-2.9230, 2.9784, 0.5956], [-0.3668, -2.1304, -0.3952], [0.3462, -0.4640, 0.0916], [1.5581, -1.6250, 0.2070], [-3.0784, -0.3297, -0.4361], [-0.1134, 1.8293, 0.3066], [1.0243, 0.8025, 1.3872], [0.5119, 0.8688, -0.5429], [0.4485, 1.1463, 0.1132], [1.5256, 0.7069, 2.0970], [0.7083, 0.4431, -1.6240], [-0.0362, 0.4549, 0.0673], [0.6163, -0.2205, 0.3379], [-1.2478, 0.2199, 0.3120], [0.4654, 0.3050, -1.7870], [-0.7967, -2.1837, -0.6169]]}

---

Repeat the second record exactly.
{"formula": "C5H9NOS2", "method": "the ωB97M-V functional and the def2-TZVPD basis", "smiles": "CC1(C)SCS[C@H]1N=O", "max_force_ha_per_bohr": 0.0731, "e_tot_ha": -1122.14691, "spin_multiplicity": 1, "de_lowest_kcal_mol": 62.3, "species": ["C", "C", "C", "S", "C", "S", "C", "N", "O", "H", "H", "H", "H", "H", "H", "H", "H", "H"], "positions_angstrom": [[0.0962, 1.5235, -0.5280], [-0.4391, 0.1361, -0.2713], [-1.5969, -0.2246, -1.0790], [-0.8909, 0.0265, 1.4979], [0.7770, 0.2360, 2.0405], [2.0139, -0.4789, 0.9052], [0.7177, -0.8221, -0.3897], [0.4601, -2.1788, 0.2436], [0.6809, -3.1368, -0.4191], [0.5644, 1.7321, 0.3647], [-0.5673, 2.3284, -0.7625], [0.7075, 1.6450, -1.4654], [-2.2840, 0.5959, -1.1804], [-2.1740, -0.9992, -0.7483], [-1.3916, -0.6329, -2.0451], [1.1284, -0.2586, 3.0118], [0.8948, 1.4084, 2.2226], [1.3028, -0.8999, -1.3974]], "forces_ev_per_a": [[0.0785, 0.1919, -2.7970], [1.0251, 0.2527, 0.5580], [-0.7812, 0.7112, -1.7055], [-0.8110, -0.4174, 0.3424], [1.9209, 1.9986, 2.5402], [-0.7199, 0.9357, -0.9110], [2.8214, -1.3325, -0.5977], [-1.2702, 0.2445, -0.0377], [0.4713, -0.3012, -0.7421], [1.7931, 1.3409, 1.1438], [-1.5036, 0.0900, 0.5209], [0.2881, -0.8038, 1.1193], [-0.1650, 0.5413, -0.1813], [-1.4151, -2.1821, 1.8230], [0.7869, 0.4036, -1.0651], [-1.4578, 0.6728, -1.0221], [0.3986, -2.4786, -0.4808], [-1.4600, 0.1324, 1.4926]]}